The following is a DFT calculation (wB97M-V/def2-TZVPD) of 2 unconnected molecules or ions with the total composition C4H6INOS.

Results
HOMO-LUMO gap: 0.2688 Ha
HOMO: -9.79 eV

```
! wB97M-V def2-TZVPD RIJCOSX def2/J DEFGRID3
* xyz 0 1
C 0.367 1.047 -1.399
C 0.957 -0.344 -1.184
C 0.222 -0.348 0.277
C -0.941 -1.199 0.540
N -0.238 0.914 -0.203
O 0.338 1.836 -2.277
S -0.971 2.572 1.499
I 1.815 -0.407 1.759
H 0.432 -1.171 -1.753
H 2.036 -0.336 -1.314
H -1.776 -0.830 0.036
H -1.253 -1.452 1.529
H -0.670 -2.104 0.088
H -0.319 1.823 2.402
*
```

---

The following is a DFT calculation (wB97M-V/def2-TZVPD) of a molecular structure, C45H49I2MoN2OP2S2Si.

Results
HOMO-LUMO gap (alpha / beta): 0.2540 / 0.2492 Ha
HOMO (alpha / beta): -16.09 / -16.00 eV

```
! wB97M-V def2-TZVPD RIJCOSX def2/J DEFGRID3
* xyz 3 3
Mo 0.211 0.166 0.640
I 3.237 -0.445 3.983
C 1.323 -0.284 4.824
I -0.298 -0.594 3.435
H 1.178 0.695 5.261
H 1.166 -1.074 5.549
C -4.264 -0.361 1.491
N -2.996 -0.190 0.757
P -2.140 1.307 0.566
C -2.978 2.492 1.626
C -2.495 2.804 2.892
C -3.178 3.696 3.704
C -4.355 4.277 3.253
C -4.848 3.967 1.989
C -4.162 3.086 1.171
C -2.536 1.867 -1.116
C -3.574 1.286 -1.835
C -3.910 1.759 -3.097
C -3.216 2.827 -3.643
C -2.196 3.432 -2.918
C -1.860 2.958 -1.661
P -1.823 -1.351 0.446
C -1.983 -2.841 1.456
C -3.230 -3.464 1.581
C -3.322 -4.719 2.158
C -2.174 -5.383 2.573
C -0.929 -4.795 2.399
C -0.834 -3.531 1.840
C -2.018 -2.115 -1.179
C -3.230 -2.152 -1.859
C -3.339 -2.880 -3.038
C -2.244 -3.575 -3.531
C -1.038 -3.563 -2.838
C -0.928 -2.844 -1.661
H -5.084 -0.627 0.821
H -4.512 0.574 1.985
H -4.151 -1.124 2.256
H -1.584 2.343 3.255
H -2.793 3.937 4.685
H -4.889 4.975 3.882
H -5.764 4.422 1.637
H -4.546 2.877 0.181
H -4.147 0.487 -1.394
H -4.727 1.306 -3.642
H -3.486 3.205 -4.620
H -1.676 4.289 -3.327
H -1.086 3.455 -1.101
H -4.131 -2.994 1.211
H -4.289 -5.189 2.268
H -2.251 -6.367 3.015
H -0.035 -5.324 2.700
H 0.138 -3.078 1.696
H -4.100 -1.649 -1.463
H -4.284 -2.915 -3.562
H -2.336 -4.144 -4.446
H -0.194 -4.128 -3.213
H 0.009 -2.843 -1.111
C 5.486 -2.284 -5.025
C 4.861 -2.152 -3.669
C 3.473 -2.154 -3.509
C 2.892 -2.057 -2.257
C 3.720 -1.939 -1.147
C 5.104 -1.914 -1.273
C 5.664 -2.031 -2.533
S 3.068 -1.853 0.486
C 2.676 -3.566 0.798
O 1.662 -1.213 0.289
H 4.738 -2.284 -5.815
H 6.051 -3.215 -5.092
H 6.186 -1.469 -5.210
H 2.842 -2.245 -4.385
H 1.815 -2.060 -2.148
H 5.738 -1.813 -0.399
H 6.741 -2.023 -2.640
H 1.961 -3.928 0.061
H 2.297 -3.649 1.816
H 3.616 -4.114 0.717
S 1.277 2.207 -3.412
C 0.200 0.913 -3.687
C -0.119 0.314 -2.519
N 0.490 0.866 -1.406
C 1.251 1.888 -1.762
H -0.152 0.663 -4.674
H -0.796 -0.514 -2.410
H 1.828 2.477 -1.069
C 0.341 4.093 0.960
Si 0.930 2.502 1.735
C 0.830 2.700 3.607
C 2.796 2.298 1.384
C 3.522 1.483 0.510
C 4.907 1.543 0.436
C 5.613 2.428 1.235
C 4.920 3.262 2.101
C 3.538 3.193 2.175
H 0.878 4.887 1.490
H -0.725 4.286 1.089
H 0.607 4.193 -0.090
H 0.769 3.767 3.836
H 1.760 2.327 4.037
H -0.006 2.220 4.107
H 3.026 0.795 -0.160
H 5.433 0.908 -0.265
H 6.692 2.480 1.175
H 5.455 3.972 2.718
H 3.042 3.865 2.865
*
```

---

The following is a DFT calculation (wB97M-V/def2-TZVPD) of a gas-phase ion, C6H13O (charge -2).

Results
HOMO-LUMO gap (alpha / beta): 0.1056 / 0.2295 Ha
HOMO (alpha / beta): 4.20 / 0.78 eV

```
! wB97M-V def2-TZVPD RIJCOSX def2/J DEFGRID3
* xyz -2 2
C 2.123 0.133 1.385
O 1.224 -0.161 2.176
C 1.539 -0.525 -0.219
C 0.367 0.090 -1.016
C -0.858 0.275 -0.045
C -1.758 1.229 -0.950
C -1.411 -1.091 0.528
H 2.959 -0.531 1.404
H 2.356 1.268 1.254
H 2.426 -0.432 -0.768
H 1.318 -1.542 0.031
H 0.015 -0.566 -1.850
H 0.598 0.948 -1.530
H -0.447 0.878 0.883
H -1.469 2.288 -0.643
H -2.844 1.209 -0.759
H -1.624 0.860 -1.977
H -1.593 -1.086 1.597
H -0.601 -1.837 0.452
H -2.319 -1.409 0.047
*
```

---

The following is a DFT calculation (wB97M-V/def2-TZVPD) of a gas-phase ion, C33H56N11O5 (charge +1).

Results
HOMO-LUMO gap: 0.3401 Ha
HOMO: -10.83 eV

```
! wB97M-V def2-TZVPD RIJCOSX def2/J DEFGRID3
* xyz 1 1
C -4.220 -3.006 -0.184
C -4.750 -2.036 0.273
C -5.378 -0.839 0.801
H -6.463 -0.900 0.639
O -4.853 0.302 0.121
C -5.461 1.532 0.462
C -4.780 2.199 1.665
O -3.462 2.608 1.358
C -3.307 3.908 0.807
C -2.419 3.861 -0.448
H -2.973 3.385 -1.264
O -1.248 3.085 -0.318
C -0.127 3.670 0.336
C -0.174 3.562 1.875
N -0.648 2.261 2.274
H -1.477 0.104 0.978
H -1.624 2.081 2.083
C 0.174 1.191 2.312
N -0.397 -0.012 2.115
C 0.447 -1.065 2.231
N -0.060 -2.298 2.187
C -1.466 -2.576 2.023
H -2.042 -1.675 2.228
H -1.645 -2.916 0.997
C -1.874 -3.686 3.002
O -1.082 -4.832 2.833
C 0.277 -4.539 3.066
H 0.821 -5.473 2.921
C 0.787 -3.469 2.098
H 1.805 -3.175 2.344
H 0.749 -3.844 1.070
H 0.412 -4.196 4.103
H -2.906 -3.990 2.816
H -1.784 -3.313 4.034
N 1.763 -0.938 2.386
C 2.218 0.301 2.550
N 3.541 0.454 2.784
C 4.471 -0.536 2.292
H 5.175 -0.808 3.082
H 3.891 -1.414 2.008
C 5.227 0.069 1.078
N 4.443 1.162 0.545
C 3.426 1.071 -0.335
O 2.648 1.993 -0.524
C 3.284 -0.202 -1.182
N 1.908 -0.610 -1.110
C 0.798 0.107 -1.372
C -0.236 -0.757 -1.069
N 0.308 -1.923 -0.663
N 1.582 -1.823 -0.690
C -1.706 -0.530 -1.057
N -2.028 0.384 0.073
H -1.723 1.352 -0.148
H -3.054 0.397 0.220
C -2.242 0.070 -2.355
H -1.821 1.071 -2.482
H -3.327 0.158 -2.268
C -1.911 -0.765 -3.600
C -2.508 -0.089 -4.833
H -2.234 -0.633 -5.733
H -2.146 0.932 -4.930
H -3.593 -0.067 -4.764
C -2.429 -2.195 -3.473
H -2.324 -2.712 -4.423
H -1.864 -2.749 -2.728
H -3.481 -2.197 -3.197
H -0.822 -0.799 -3.716
H -2.198 -1.484 -0.854
H 0.824 1.115 -1.720
H 3.854 -1.046 -0.795
C 3.709 0.110 -2.634
C 5.206 0.409 -2.676
H 5.508 0.630 -3.697
H 5.443 1.272 -2.059
H 5.788 -0.438 -2.325
C 3.320 -1.020 -3.598
C 3.847 -2.401 -3.220
H 3.391 -2.759 -2.300
H 4.927 -2.393 -3.105
H 3.602 -3.107 -4.009
H 3.696 -0.751 -4.587
H 2.230 -1.070 -3.673
H 3.173 1.015 -2.945
C 4.441 2.296 1.457
H 3.684 2.998 1.105
C 4.103 1.780 2.877
H 5.002 1.714 3.494
H 3.376 2.429 3.361
H 5.421 2.778 1.433
H 5.437 -0.687 0.325
H 6.183 0.493 1.397
N 1.456 1.398 2.556
H -0.825 4.319 2.314
H 0.837 3.692 2.262
H 0.731 3.099 -0.029
H -0.015 4.716 0.033
H -2.173 4.888 -0.741
H -4.273 4.336 0.522
H -2.860 4.554 1.572
H -5.386 3.041 2.013
H -4.680 1.482 2.486
H -6.528 1.394 0.667
H -5.353 2.168 -0.422
H -5.188 -0.773 1.883
H -3.789 -3.881 -0.574
*
```

---

The following is a DFT calculation (wB97M-V/def2-TZVPD) of a single C12H17Cl2NO4 molecule.

Results
HOMO-LUMO gap: 0.3303 Ha
structure (SMILES): C=CC[C@]1(Cl)C(=O)C(Cl)=C(NCCO)C1(OC)OC
HOMO: -8.70 eV

```
! wB97M-V def2-TZVPD RIJCOSX def2/J DEFGRID3
* xyz 0 1
O -1.704 -1.680 2.830
Cl -3.829 -0.254 1.014
Cl 0.682 0.553 2.671
O -0.987 3.705 -1.220
O 0.957 0.760 -0.292
O 0.338 -1.524 -0.767
C -1.317 -1.039 1.840
C 3.352 -2.563 1.224
C -2.144 -0.445 0.830
C 2.513 -1.839 2.005
C -1.356 0.101 -0.152
N -1.723 1.017 -1.136
C 2.344 0.455 -0.406
C 0.160 -1.332 -2.203
C -2.329 3.350 -1.569
C 1.016 -2.040 1.958
C 0.111 -0.375 0.041
C -2.754 2.036 -0.901
C 0.147 -0.786 1.555
H -0.940 3.915 -0.273
H 4.425 -2.368 1.304
H 2.975 -3.298 0.553
H 2.860 -1.090 2.737
H -0.846 1.414 -1.554
H 2.884 1.315 -0.842
H 2.766 0.290 0.571
H 2.586 -0.421 -1.066
H 0.180 -0.297 -2.490
H 0.905 -1.860 -2.771
H -0.818 -1.727 -2.535
H -3.013 4.169 -1.372
H -2.353 3.232 -2.656
H 0.797 -2.872 1.273
H 0.722 -2.374 2.941
H -2.897 2.233 0.180
H -3.711 1.639 -1.322
*
```